Below is a structure of composition C25H20BrF6N9OPPd, with properties calculated with wB97M-V/def2-TZVPD.

Each line ends with the natural charge from an NBO analysis.
Cartesian coordinates (Å):
C -0.264 0.398 4.445  0.056
N 0.646 -0.472 1.151  -0.541
C -1.646 2.067 3.696  0.032
H -2.641 -3.947 -3.350  0.220
C 2.954 2.424 -2.310  -0.103
C -1.294 1.826 6.049  -0.171
N -2.272 -1.483 -0.062  -0.544
H -4.377 -1.477 0.381  0.249
N -0.843 1.036 3.426  -0.483
H -0.586 -4.722 -4.112  0.221
C 3.627 2.222 -0.002  0.038
F -3.800 -0.039 2.335  -0.612
H 0.029 0.210 6.557  0.231
N 2.617 0.428 1.319  -0.176
N -3.816 -2.207 -1.511  -0.273
P -4.236 -1.220 3.449  2.604
O 2.040 0.470 -3.362  -0.424
H 2.967 0.589 -1.220  0.233
Pd -1.510 -0.404 1.754  0.715
C 3.721 4.355 -1.120  -0.196
H 1.698 -4.341 -4.969  0.225
H 0.369 -0.441 4.185  0.203
H -3.197 -2.402 -3.987  0.236
N -2.573 -2.335 -2.033  -0.175
H 3.041 4.390 -3.163  0.241
C 3.231 3.789 -2.284  -0.159
C -0.225 -3.711 -4.254  -0.213
C 0.726 -1.130 -4.547  -0.098
C 2.292 1.797 -3.458  0.459
H 2.565 -2.034 -5.188  0.226
H 4.235 4.049 0.944  0.219
C -1.052 -2.640 -3.946  0.040
C -1.665 -1.899 -1.156  0.194
C -0.575 -1.344 -4.118  -0.201
F -2.879 -0.851 4.271  -0.603
F -4.597 -2.360 4.507  -0.576
F -5.038 -0.113 4.278  -0.577
H 4.634 0.722 1.182  0.246
C 3.897 3.582 0.026  -0.220
H -1.200 -0.495 -3.865  0.232
C 1.550 -2.209 -4.856  -0.166
C -2.427 -2.879 -3.382  -0.244
H 0.936 1.614 0.772  0.233
C 1.333 0.652 1.050  0.213
C 3.748 1.352 1.228  -0.249
F -5.532 -1.541 2.558  -0.581
C -0.457 0.761 5.765  -0.233
H -2.111 2.564 2.855  0.218
H 1.382 -2.421 1.685  0.218
C -3.592 -1.698 -0.323  0.169
C 1.596 -1.379 1.516  0.142
N 1.099 1.286 -5.172  -0.269
H 3.936 5.414 -1.088  0.225
N 1.775 2.324 -4.507  -0.280
H -0.603 -1.896 -1.335  0.222
Br -3.018 3.964 5.288  0.091
F -3.376 -2.279 2.569  -0.597
C 1.064 -3.498 -4.728  -0.200
C 3.185 1.648 -1.185  -0.216
H -1.486 2.135 7.067  0.236
N 2.804 -0.879 1.623  -0.271
C -1.890 2.487 4.990  -0.116
H 3.805 1.956 2.134  0.220
C 1.276 0.234 -4.462  0.460

## Properties
DFT total energy, hartree: -5175.4125
HOMO level (alpha / beta), eV: -8.22 / -8.60
Relative energy (zero: lowest compared OMol25 entry of this formula, charge and spin), kJ/mol: 0.00
2S+1: 2

---

Below is a structure of composition C25H20Cl4PtSSb, with properties calculated with wB97M-V/def2-TZVPD.

Each line ends with the natural charge from an NBO analysis.
Cartesian coordinates (Å):
Cl 2.421 -1.576 3.509  0.048
C 0.653 -3.642 -3.287  -0.143
C 1.662 -3.432 -2.356  -0.183
H -0.905 -3.901 1.430  0.250
H 3.184 2.509 -2.817  0.269
H 0.847 -4.252 -4.159  0.254
C 1.421 -2.648 -1.237  -0.225
C -1.452 2.508 -1.777  -0.189
C -4.306 -2.032 1.773  -0.112
H 2.208 -2.508 -0.504  0.207
H -5.269 -1.551 1.884  0.269
Cl 4.688 0.105 2.838  0.075
H -1.669 1.482 1.950  0.222
H -1.409 2.798 -2.819  0.247
C -0.603 -3.077 -3.107  -0.199
H -0.542 0.596 -2.126  0.234
C -1.042 0.894 -0.044  -0.347
H 2.634 -3.884 -2.501  0.249
C -4.172 -3.422 2.133  0.076
C -1.601 1.759 0.902  -0.274
S 1.639 2.264 1.811  0.316
Pt 2.233 -0.001 1.550  0.618
C -1.854 -3.395 1.571  -0.159
C -2.015 3.365 -0.840  -0.171
Sb -0.199 -0.900 0.619  1.266
C 2.023 5.109 -0.937  -0.228
C 2.545 4.421 -2.017  -0.056
C -2.098 2.991 0.497  -0.185
C 2.769 3.032 -1.965  -0.243
Cl 2.788 0.648 -0.771  0.122
C 4.069 -1.034 4.040  -0.364
H 4.709 -1.908 4.081  0.273
C -0.858 -2.288 -1.994  -0.165
C -3.227 -1.341 1.301  -0.208
C 1.951 3.019 0.338  -0.360
C -2.926 -4.086 2.044  -0.209
C 2.469 2.374 -0.814  0.085
H -5.053 -3.974 2.438  0.262
H 1.855 6.176 -0.987  0.278
Cl 1.084 5.283 1.552  0.166
C -0.967 1.264 -1.385  -0.264
H -3.323 -0.303 1.011  0.249
H -2.552 3.655 1.221  0.248
H 3.963 -0.533 4.995  0.270
C 0.163 -2.070 -1.064  -0.444
H 2.792 4.958 -2.924  0.267
H -2.851 -5.131 2.313  0.276
H -1.839 -1.840 -1.870  0.214
C -1.968 -1.985 1.261  -0.117
C 1.722 4.429 0.230  0.035
H -1.384 -3.249 -3.836  0.251
H -2.410 4.323 -1.155  0.251

## Properties
Total charge: +3
DFT total energy, hartree: -3562.0268
HOMO level (alpha / beta), eV: -17.05 / -17.29
2S+1: 5

---

Below is a structure of composition C25H20Cl5N4Pd in a non-equilibrium geometry, with properties calculated with wB97M-V/def2-TZVPD.

Each line ends with the natural charge from an NBO analysis.
Cartesian coordinates (Å):
C -5.100 0.029 -0.572  -0.061
H -1.977 2.794 -0.607  0.252
H 0.533 2.938 -2.686  0.261
N -2.364 0.059 -0.036  -0.474
H 1.763 -2.133 0.572  0.225
C -3.199 -0.759 0.633  0.084
C -0.501 -1.584 0.896  -0.049
C -0.619 0.664 -2.834  -0.243
H -2.779 -1.396 1.395  0.228
C 3.804 2.699 -0.157  -0.060
N 1.475 1.248 -0.075  -0.374
H -5.176 -1.459 0.986  0.273
C -2.019 2.030 -1.385  -0.269
H -0.149 3.530 -1.187  0.266
C -0.961 -3.860 1.290  -0.105
H -1.309 -0.164 -2.662  0.241
H 3.247 -3.712 -0.558  0.270
H 1.488 0.969 -3.231  0.243
C 1.561 2.315 -0.900  0.218
C 1.343 -1.007 -2.490  0.239
C 2.826 -2.904 -2.520  -0.076
H -2.383 2.506 -2.298  0.254
C -0.817 -3.635 2.676  -0.069
C 3.694 1.598 0.685  -0.209
C -0.550 -2.350 3.175  -0.079
C -0.831 -2.811 0.363  -0.058
N 1.184 -1.132 -1.159  -0.448
Cl -1.127 -3.041 -1.308  0.101
Cl -0.400 -2.000 4.827  0.176
H 4.720 3.275 -0.188  0.277
C 2.713 -2.972 -1.138  -0.213
H -4.649 1.620 -1.952  0.265
H 2.232 -1.798 -4.259  0.261
C -0.400 -1.340 2.237  -0.158
C -4.560 -0.788 0.404  -0.216
H 4.509 1.287 1.324  0.279
C 2.143 -1.905 -3.186  -0.215
Pd -0.203 0.175 -0.017  1.129
H 0.680 -0.124 -4.292  0.283
C 0.322 2.663 -1.651  -0.282
C 1.883 -2.081 -0.500  0.030
N -0.639 1.519 -1.601  -0.380
H 2.784 3.908 -1.617  0.273
Cl -0.974 -4.923 3.765  0.188
H -6.157 -0.001 -0.801  0.272
H 3.446 -3.605 -3.063  0.271
H 2.394 0.013 1.320  0.238
C -2.917 0.939 -0.917  0.195
C -4.258 0.917 -1.227  -0.210
C 0.753 0.158 -3.242  -0.471
C 2.729 3.053 -0.955  -0.210
H -1.034 1.277 -3.639  0.244
Cl -1.305 -5.421 0.718  0.171
C 2.520 0.882 0.694  0.064
Cl -0.140 0.353 2.592  0.158

## Properties
Total charge: +3
DFT total energy, hartree: -3611.4699
HOMO level (alpha / beta), eV: -17.45 / -17.45
Relative energy (zero: lowest compared OMol25 entry of this formula, charge and spin), kJ/mol: 19.15